Here is the ion C2H2O4P with charge -1 in a non-equilibrium geometry from OMol25. Energies are from wB97M-V/def2-TZVPD.

ΔE to the lowest compared entry with this formula, charge and spin ... 255.70 kJ/mol
Gap between HOMO and LUMO ... 8.96 eV
Strongest force on any atom ... 2.7 eV/Å
Structure (SMILES) ... O=C([O-])C(=O)OP

The geometry in ORCA input format:
```
! wB97M-V def2-TZVPD RIJCOSX def2/J DEFGRID3
* xyz -1 1
O 0.7886 -1.7743 -1.0871
C 0.4919 -1.8984 0.0840
O 0.4117 -2.8414 0.8343
C 0.4243 -0.4042 0.5706
O 1.2666 0.3603 0.8571
O -0.9699 0.1913 -0.0137
P -1.3087 1.8083 -0.2244
H -0.1522 2.3188 0.5244
H -0.9524 2.2396 -1.5451
*
```


Here is an isolated molecule of C3H6N2 in a non-equilibrium geometry from OMol25. Energies are from wB97M-V/def2-TZVPD.

ΔE to the lowest compared entry with this formula, charge and spin ... 416.44 kJ/mol
Gap between HOMO and LUMO ... 9.32 eV
Strongest force on any atom ... 5.7 eV/Å
Structure (SMILES) ... C=C/C=N/N

The geometry in ORCA input format:
```
! wB97M-V def2-TZVPD RIJCOSX def2/J DEFGRID3
* xyz 0 1
C -2.3958 0.3558 -0.0409
C -1.3541 -0.5181 0.0026
C 0.0025 0.1857 0.0242
N 1.1194 -0.5910 0.0175
N 2.3170 0.2910 -0.1906
H -3.4850 -0.0640 -0.0024
H -2.2234 1.4562 -0.3071
H -1.3376 -1.5636 0.2429
H 0.1215 1.2514 0.4771
H 2.0240 1.0290 0.7565
H 3.3303 -0.1495 0.1296
*
```


Here is a structure of composition C37H26N3O7P2ReSe2Te3 in a non-equilibrium geometry from OMol25. Energies are from wB97M-V/def2-TZVPD.

Gap between HOMO and LUMO (spin up / spin down) ... 4.92 / 5.50 eV
Strongest force on any atom ... 2.3 eV/Å
Expectation value of S² ... 0.860

The geometry in ORCA input format:
```
! wB97M-V def2-TZVPD RIJCOSX def2/J DEFGRID3
* xyz -1 2
Re 0.4396 0.3063 0.1629
Se 1.1092 1.5296 2.0524
Te -0.6473 3.2883 2.7142
Te -2.4387 1.3160 2.1017
Se -1.9219 1.1093 -0.2641
O -0.6186 -2.8711 -2.3156
C -0.5724 -2.2199 -1.2836
O -0.2504 -0.9919 -1.2470
C -0.9786 -2.8982 0.0210
C -1.2809 -4.2335 -0.0568
C -1.7269 -4.9453 1.0610
C -1.9968 -4.2659 2.2433
C -1.7803 -2.9070 2.3147
C -1.1203 -2.1905 1.2550
O -0.6935 -1.0164 1.4908
N -2.2206 -2.2073 3.4651
O -2.0949 -2.7205 4.5604
O -2.7659 -1.1133 3.2812
N -1.9670 -6.3429 0.9719
O -2.4597 -6.9059 1.9379
O -1.6682 -6.9139 -0.0636
H -1.1829 -4.7194 -1.0182
H -2.4181 -4.7859 3.0912
Te 3.8620 2.2863 0.5637
C 5.2729 2.8324 -1.0351
C 6.3167 1.9651 -1.3453
C 7.0658 2.2015 -2.4859
N 6.8407 3.2098 -3.3116
C 5.8565 4.0381 -3.0145
C 5.0491 3.9042 -1.8929
C 3.3257 0.8243 -0.9252
P 2.6632 -0.5148 0.0733
C 2.5799 -2.1103 -0.7607
C 2.7175 -2.3660 -2.1170
C 2.4203 -3.6341 -2.5867
C 2.0068 -4.6344 -1.7231
C 1.9071 -4.3863 -0.3624
C 2.1685 -3.1193 0.1126
C 3.8550 -0.8517 1.3785
C 5.1357 -1.1974 0.9539
C 6.1317 -1.3709 1.8941
C 5.8514 -1.1964 3.2409
C 4.5762 -0.8546 3.6565
C 3.5688 -0.6879 2.7237
P 1.7165 1.4113 -1.5268
C 1.5423 3.1955 -1.7886
C 1.0925 3.9448 -0.7025
C 0.8261 5.2927 -0.8312
C 1.0208 5.9094 -2.0569
C 1.4730 5.1703 -3.1390
C 1.7225 3.8138 -3.0221
C 1.6883 0.7556 -3.2082
C 2.9130 0.6944 -3.8730
C 2.9646 0.1933 -5.1585
C 1.8049 -0.2532 -5.7744
C 0.5872 -0.1665 -5.1221
C 0.5220 0.3534 -3.8417
H 6.5276 1.1217 -0.7013
H 7.8840 1.5514 -2.7665
H 5.7047 4.8452 -3.7214
H 4.2594 4.6157 -1.6954
H 3.0290 -1.5812 -2.7930
H 2.4939 -3.8339 -3.6449
H 1.7489 -5.6084 -2.1115
H 1.6071 -5.1718 0.3173
H 2.0492 -2.8752 1.1674
H 5.3305 -1.3090 -0.1061
H 7.1343 -1.6256 1.5812
H 6.6421 -1.3109 3.9671
H 4.3653 -0.6960 4.7018
H 2.5664 -0.4090 3.0342
H 0.9337 3.4570 0.2526
H 0.4549 5.8414 0.0237
H 0.8041 6.9622 -2.1728
H 1.6205 5.6558 -4.0932
H 2.0507 3.2440 -3.8803
H 3.8100 1.0377 -3.3708
H 3.9124 0.1447 -5.6755
H 1.8537 -0.6715 -6.7694
H -0.3144 -0.5146 -5.6034
H -0.4259 0.4309 -3.3257
*
```